Record 1
Molecular formula: C4H9NO2
Method: DFT, wB97M-V/def2-TZVPD

CARTESIAN COORDINATES (ANGSTROEM)
C (-1.686, -0.946, -1.186)
N (-0.562, -0.025, -1.206)
C (0.523, -0.448, -0.431)
O (1.735, 0.256, -0.674)
C (1.780, 0.775, 0.659)
C (0.397, 0.254, 1.010)
O (-0.598, 1.265, 1.024)
H (-2.039, -1.209, -0.174)
H (-2.512, -0.476, -1.723)
H (-1.418, -1.869, -1.711)
H (-0.820, 0.862, -0.755)
H (0.666, -1.544, -0.431)
H (2.571, 0.314, 1.251)
H (1.900, 1.865, 0.634)
H (0.203, -0.475, 1.797)
H (-0.141, 1.402, 1.916)

Atoms 1-3, force components in eV/Å:
-0.2 -0.1 -0.1
-0.2 0.4 -0.6
-0.6 0.2 1.5

**Maximum force**: 0.0707 hartree/bohr
**Electronic energy**: -362.952018 Eh
**Highest occupied orbital energy**: -8.88 eV
**Frontier orbital gap**: 9.61 eV
**SMILES**: CN[C@H]1OC[C@H]1O
**Molar mass**: 103.1 g/mol

---

Record 2
Molecular formula: C12H15BeF9N4O18
Method: DFT, wB97M-V/def2-TZVPD

CARTESIAN COORDINATES (ANGSTROEM)
Be (21.703, -0.832, -9.314)
N (20.775, -3.887, -9.119)
O (21.125, -3.295, -8.067)
O (20.594, -3.156, -10.058)
O (21.126, -5.015, -9.298)
N (23.555, 1.565, -9.863)
O (24.115, 2.616, -9.474)
O (22.396, 1.502, -10.325)
O (24.084, 0.511, -9.747)
N (24.668, -3.060, -8.291)
O (25.479, -2.518, -7.577)
O (24.689, -4.245, -8.467)
O (23.816, -2.278, -8.703)
N (23.311, 0.747, -6.633)
O (23.429, 1.979, -6.781)
O (24.269, 0.116, -6.126)
O (22.293, 0.220, -7.061)
C (19.892, -1.521, -5.132)
C (18.453, -1.224, -5.663)
O (18.320, 0.169, -6.055)
C (18.840, 0.518, -7.273)
O (19.488, -0.255, -7.976)
C (18.696, 2.010, -7.560)
F (19.861, 2.608, -7.747)
F (17.969, 2.092, -8.719)
F (18.006, 2.700, -6.648)
H (20.401, -0.645, -4.730)
H (20.442, -1.881, -6.001)
H (19.897, -2.311, -4.380)
H (17.837, -1.442, -4.791)
H (18.169, -1.848, -6.510)
C (24.151, 1.319, -13.172)
C (24.676, -0.170, -13.019)
O (23.773, -1.117, -13.616)
C (22.672, -1.523, -12.876)
O (22.286, -0.917, -11.885)
C (21.729, -2.603, -13.544)
F (21.624, -3.706, -12.802)
F (20.541, -2.104, -13.830)
F (22.283, -3.053, -14.726)
H (24.078, 1.504, -14.244)
H (24.723, 2.158, -12.776)
H (23.119, 1.497, -12.868)
H (24.726, -0.419, -11.959)
H (25.647, -0.148, -13.514)
C (16.616, -1.610, -13.633)
C (17.384, -1.193, -12.338)
O (17.985, 0.040, -12.559)
C (19.089, 0.557, -11.901)
O (19.620, 0.009, -10.914)
C (19.534, 1.964, -12.404)
F (20.737, 2.017, -12.765)
F (18.719, 2.429, -13.342)
F (19.331, 2.763, -11.345)
H (15.831, -0.886, -13.852)
H (16.134, -2.586, -13.566)
H (17.219, -1.642, -14.540)
H (18.036, -1.958, -11.917)
H (16.690, -1.041, -11.512)

Atoms 1-3, force components in eV/Å:
1.7 -0.2 0.9
5.5 1.6 2.5
-1.5 0.5 2.0

**Charge**: -2
**Maximum force**: 0.1225 hartree/bohr
**Electronic energy**: -2952.602483 Eh
**Highest occupied orbital energy**: -1.79 eV
**Frontier orbital gap**: 5.34 eV
**Molar mass**: 683.3 g/mol

---

Record 3
Molecular formula: C20H42N3OP2Zn
Method: DFT, wB97M-V/def2-TZVPD

CARTESIAN COORDINATES (ANGSTROEM)
Zn (0.745, -0.135, -0.648)
P (-1.213, -0.427, -1.924)
P (1.598, -0.789, 1.488)
N (-1.057, -2.544, 0.673)
C (-2.315, -1.762, -1.290)
H (-3.354, -1.597, -1.633)
H (-1.965, -2.711, -1.731)
C (-2.296, -1.894, 0.239)
H (-2.352, -0.913, 0.734)
H (-3.178, -2.497, 0.529)
C (-0.725, -2.363, 2.091)
H (-1.091, -3.236, 2.668)
H (-1.257, -1.480, 2.470)
C (0.788, -2.246, 2.298)
H (1.247, -3.142, 1.851)
H (1.008, -2.250, 3.380)
C (1.699, 0.523, 2.801)
C (2.052, 1.898, 2.231)
H (1.895, 2.641, 3.027)
H (1.416, 2.178, 1.384)
H (3.105, 1.960, 1.921)
C (3.348, -1.340, 1.191)
C (4.297, -0.201, 0.802)
H (5.232, -0.657, 0.444)
H (4.552, 0.442, 1.654)
H (3.908, 0.416, -0.015)
C (-0.724, -0.977, -3.629)
C (0.000, 0.114, -4.427)
H (0.484, -0.367, -5.289)
H (0.787, 0.614, -3.850)
H (-0.697, 0.870, -4.815)
C (-2.312, 1.056, -2.139)
C (-1.563, 2.326, -2.547)
H (-2.235, 3.179, -2.371)
H (-1.302, 2.321, -3.614)
H (-0.650, 2.484, -1.961)
C (1.353, 2.309, -0.917)
C (3.937, -2.177, 2.327)
H (4.190, -1.567, 3.199)
H (3.273, -2.983, 2.651)
H (4.864, -2.636, 1.963)
C (-1.874, -1.587, -4.429)
H (-1.453, -2.040, -5.335)
H (-2.400, -2.372, -3.875)
H (-2.607, -0.834, -4.737)
C (-3.512, 0.851, -3.063)
H (-4.217, 1.673, -2.872)
H (-3.212, 0.917, -4.119)
H (-4.048, -0.090, -2.891)
C (2.593, 0.205, 3.995)
H (3.659, 0.309, 3.751)
H (2.368, 0.942, 4.779)
H (2.403, -0.787, 4.423)
H (0.665, 0.574, 3.179)
H (-2.674, 1.197, -1.108)
H (3.239, -1.996, 0.310)
H (0.007, -1.777, -3.417)
O (1.829, 3.327, -1.132)
H (-1.136, -3.530, 0.496)
H (1.976, -0.214, -1.596)
N (-2.218, 2.200, 2.674)
C (-2.443, 3.369, 1.965)
C (-1.703, 3.238, 0.811)
N (-1.038, 2.035, 0.822)
C (-1.365, 1.434, 1.953)
H (-2.600, 1.952, 3.582)
H (-3.078, 4.163, 2.312)
H (-1.627, 3.933, -0.011)
H (-1.028, 0.471, 2.319)

Atoms 1-3, force components in eV/Å:
0.1 0.1 0.0
-0.4 0.3 -0.5
0.2 0.2 0.5

**Charge**: +1
**Maximum force**: 0.0487 hartree/bohr
**Electronic energy**: -3488.598231 Eh
**Highest occupied orbital energy**: -11.07 eV
**Frontier orbital gap**: 9.15 eV
**Molar mass**: 467.9 g/mol

---

Record 4
Molecular formula: C13H19N
Method: DFT, wB97M-V/def2-TZVPD

CARTESIAN COORDINATES (ANGSTROEM)
C (0.572, -3.089, -1.472)
C (-0.412, -2.354, -2.170)
C (-1.192, -2.733, -3.229)
N (-2.099, -1.716, -3.596)
C (-1.667, -0.523, -2.998)
C (-2.250, 0.817, -3.051)
C (-1.611, 1.710, -2.205)
C (-0.452, 1.445, -1.450)
C (-0.031, 0.161, -1.350)
C (-0.664, -0.943, -2.088)
H (1.069, -2.312, -0.873)
H (1.521, -3.481, -2.022)
H (0.273, -3.893, -0.875)
H (-0.846, -3.704, -3.741)
H (-2.621, -1.576, -4.516)
H (-3.107, 1.021, -3.710)
H (-1.887, 2.752, -1.782)
H (-0.099, 2.289, -0.938)
H (0.701, -0.254, -0.678)
C (1.896, 0.477, 2.312)
C (0.560, 1.153, 2.814)
C (0.405, 0.600, 4.191)
C (0.946, 2.674, 2.568)
H (1.839, -0.632, 2.138)
H (2.553, 0.625, 3.251)
H (2.571, 0.944, 1.636)
H (-0.369, 0.770, 2.293)
H (-0.528, 0.189, 4.548)
H (1.092, -0.274, 4.352)
H (0.905, 0.980, 5.114)
H (-0.053, 3.177, 2.591)
H (1.491, 2.991, 3.376)
H (1.497, 2.710, 1.561)

Atoms 1-3, force components in eV/Å:
4.9 0.3 0.2
-2.5 2.0 -3.1
0.6 -1.7 -0.3

**Maximum force**: 0.0948 hartree/bohr
**Electronic energy**: -561.374717 Eh
**Highest occupied orbital energy**: -7.84 eV
**Frontier orbital gap**: 8.76 eV
**SMILES**: Cc1c[nH]c2ccccc12.CC(C)C
**Molar mass**: 189.3 g/mol

---

Record 5
Molecular formula: C4H9N2O
Method: DFT, wB97M-V/def2-TZVPD

CARTESIAN COORDINATES (ANGSTROEM)
C (3.935, -1.114, -0.040)
C (-0.917, 2.017, 0.032)
C (-0.260, -1.685, -0.068)
C (-0.178, 0.778, 0.024)
N (2.822, -0.872, -0.045)
N (-0.833, -0.410, -0.020)
O (-2.164, -0.472, 0.114)
H (4.870, -1.645, 0.160)
H (-2.578, 0.385, 0.049)
H (-1.223, 2.465, -0.888)
H (-0.222, 2.797, 0.472)
H (-1.880, 1.985, 0.467)
H (0.894, -1.641, -0.112)
H (-0.737, -2.301, -0.847)
H (-0.334, -2.392, 0.797)
H (0.916, 0.765, 0.251)

Atoms 1-3, force components in eV/Å:
1.1 -1.5 0.8
1.5 2.1 0.6
3.0 -3.5 0.3

**Charge**: +1
**Maximum force**: 0.0998 hartree/bohr
**Electronic energy**: -342.186350 Eh
**Highest occupied orbital energy**: -15.14 eV
**Frontier orbital gap**: 10.44 eV
**Molar mass**: 101.1 g/mol

---

Record 6
Molecular formula: C5H6O2
Method: DFT, wB97M-V/def2-TZVPD

CARTESIAN COORDINATES (ANGSTROEM)
O (1.475, 1.936, -0.606)
C (0.845, 0.918, -0.445)
C (1.457, -0.457, -0.577)
C (-0.857, -1.287, 1.316)
C (-1.183, -0.110, 0.708)
O (-2.299, -0.168, 1.301)
C (-0.648, 0.995, -0.129)
H (2.496, -0.362, -0.898)
H (0.895, -1.064, -1.299)
H (1.415, -0.973, 0.393)
H (-1.164, -2.223, 0.848)
H (-0.875, 1.958, 0.339)
H (-1.200, 0.971, -1.080)

Atoms 1-3, force components in eV/Å:
-0.2 -0.4 0.1
0.1 0.1 -0.1
0.1 0.0 0.0

**Maximum force**: 0.0087 hartree/bohr
**Electronic energy**: -344.455576 Eh
**Highest occupied orbital energy**: -9.32 eV
**Frontier orbital gap**: 9.74 eV
**Molar mass**: 98.1 g/mol

---

Record 7
Molecular formula: C7H12
Method: DFT, wB97M-V/def2-TZVPD

CARTESIAN COORDINATES (ANGSTROEM)
C (2.487, 0.576, 0.458)
C (1.180, -0.199, 0.599)
C (-0.105, 0.663, 0.557)
C (-1.204, -0.313, 0.113)
C (-2.364, 0.307, -0.663)
C (-0.372, -1.342, -0.667)
C (1.017, -1.391, -0.324)
H (2.516, 1.103, -0.504)
H (2.594, 1.325, 1.251)
H (3.348, -0.099, 0.493)
H (1.205, -0.743, 1.564)
H (-0.324, 1.165, 1.508)
H (0.012, 1.450, -0.204)
H (-1.610, -0.835, 0.997)
H (-1.995, 0.823, -1.558)
H (-2.907, 1.040, -0.056)
H (-3.084, -0.455, -0.988)
H (-0.872, -2.185, -1.153)
H (0.260, -0.889, -1.546)

Atoms 1-3, force components in eV/Å:
0.0 0.0 0.0
0.1 0.0 0.0
0.0 0.0 -0.1

**Maximum force**: 0.0091 hartree/bohr
**Electronic energy**: -273.797261 Eh
**Highest occupied orbital energy**: -8.30 eV
**Frontier orbital gap**: 9.38 eV
**Molar mass**: 96.2 g/mol

---

Record 8
Molecular formula: C5H9NO
Method: DFT, wB97M-V/def2-TZVPD

CARTESIAN COORDINATES (ANGSTROEM)
C (1.259, 1.580, 0.303)
C (0.211, 0.780, -0.465)
C (0.736, -0.533, -1.126)
C (-0.082, -1.382, -0.118)
C (-0.728, -0.102, 0.336)
N (-1.777, 0.178, 0.989)
O (-2.393, -1.001, 1.418)
H (1.911, 2.109, -0.402)
H (1.891, 0.928, 0.916)
H (0.794, 2.321, 0.961)
H (-0.330, 1.442, -1.149)
H (0.407, -0.649, -2.161)
H (1.819, -0.674, -1.083)
H (0.522, -1.815, 0.687)
H (-0.755, -2.150, -0.510)
H (-3.188, -0.682, 1.863)

Atoms 1-3, force components in eV/Å:
0.0 0.0 0.1
0.0 0.2 0.0
0.2 0.0 -0.2

**Maximum force**: 0.0134 hartree/bohr
**Electronic energy**: -325.830291 Eh
**Highest occupied orbital energy**: -9.43 eV
**Frontier orbital gap**: 10.51 eV
**SMILES**: C[C@H]1CC/C1=N\O
**Molar mass**: 99.1 g/mol